{"formula": "C6H9F2NO7SV", "method": "ωB97M-V with the def2-TZVPD basis set", "homo_energy_ha": -0.495, "total_charge": 1, "total_energy_ev": -64124.5319, "homo_lumo_gap_ev": 2.6, "species": ["C", "C", "O", "O", "C", "O", "C", "N", "C", "C", "F", "S", "O", "O", "F", "H", "H", "H", "H", "H", "H", "H", "H", "H", "O", "V", "O"], "coordinates": [[-0.606, -3.998, 0.892], [-1.016, -3.598, -0.676], [-0.682, -4.429, -1.680], [-1.735, -2.331, -1.011], [-0.731, -1.259, -1.317], [-0.700, -0.687, -2.552], [0.375, -0.829, -0.138], [0.974, 0.489, -0.551], [0.102, 1.679, -0.256], [-0.283, 1.914, 1.318], [-1.741, 2.110, 1.501], [2.635, 0.690, -0.081], [3.311, 1.675, -1.101], [2.871, 1.293, 1.322], [3.563, -0.792, -0.120], [0.169, -4.887, 0.796], [-1.564, -4.444, 1.435], [-0.151, -3.067, 1.470], [-0.191, -0.836, 0.884], [1.173, -1.712, -0.146], [-0.930, 1.493, -0.826], [0.581, 2.662, -0.715], [0.228, 2.944, 1.638], [0.190, 1.102, 2.038], [-0.485, 4.156, -1.287], [-1.947, 4.939, -0.708], [-3.409, 5.722, -0.129]], "lowdin_charge": [-0.007, -0.255, 0.030, -0.013, -0.171, 0.031, -0.100, -0.235, -0.166, -0.105, -0.117, 0.925, -0.302, -0.306, -0.209, 0.114, 0.115, 0.081, 0.138, 0.163, 0.159, 0.121, 0.147, 0.146, -0.339, 1.465, -0.310]}


{"formula": "C6H9F3N5O3", "method": "ωB97M-V with the def2-TZVPD basis set", "homo_energy_ha": -0.498, "total_charge": 1, "total_energy_ev": -28103.7968, "homo_lumo_gap_ev": 10.2, "species": ["C", "N", "C", "N", "C", "N", "C", "O", "N", "O", "N", "C", "O", "C", "F", "F", "F", "H", "H", "H", "H", "H", "H", "H", "H", "H"], "coordinates": [[0.655, 1.046, 2.543], [0.961, 0.580, 1.192], [2.164, 0.456, 0.646], [2.117, -0.014, -0.588], [0.815, -0.192, -0.841], [0.318, -0.674, -1.985], [1.152, -1.101, -3.085], [1.205, -2.510, -3.237], [1.156, -3.216, -1.961], [1.970, -4.030, -1.915], [0.066, 0.179, 0.230], [-1.367, 0.193, 0.422], [-1.689, 1.463, 0.927], [-2.952, 1.588, 1.456], [-3.010, 2.745, 2.041], [-3.198, 0.627, 2.345], [-3.868, 1.516, 0.505], [0.473, 2.117, 2.554], [1.472, 0.763, 3.197], [-0.251, 0.560, 2.895], [3.064, 0.724, 1.177], [-0.678, -0.784, -2.078], [2.158, -0.711, -2.950], [0.749, -0.715, -4.018], [-1.819, 0.015, -0.555], [-1.661, -0.624, 1.083]], "lowdin_charge": [0.050, -0.038, -0.046, 0.192, -0.292, 0.117, -0.179, -0.091, -0.009, 0.128, 0.076, -0.079, 0.065, -0.741, 0.238, 0.185, 0.208, 0.111, 0.112, 0.100, 0.161, 0.150, 0.129, 0.141, 0.149, 0.161]}


{"formula": "C6H9F3NOS", "method": "ωB97M-V with the def2-TZVPD basis set", "de_lowest_kj_mol": 457.2, "homo_energy_ha": -0.527, "total_charge": 1, "total_energy_ev": -28881.4136, "homo_lumo_gap_ev": 8.8, "species": ["O", "C", "C", "N", "C", "S", "C", "C", "C", "F", "F", "F", "H", "H", "H", "H", "H", "H", "H", "H", "H"], "coordinates": [[-1.223, -1.856, 2.063], [-0.805, -1.164, 0.799], [-1.080, 0.460, 0.839], [0.214, 1.112, 0.308], [1.310, 1.452, 1.110], [2.680, 2.169, -0.012], [2.017, 1.072, -1.430], [0.441, 1.464, -1.178], [-1.419, -1.929, -0.516], [-0.423, -3.010, -0.867], [-1.662, -1.058, -1.690], [-2.735, -2.595, -0.190], [-0.548, -2.622, 2.115], [0.378, -1.308, 0.760], [-2.031, 0.780, 0.198], [-1.245, 0.729, 1.990], [1.448, 1.336, 2.272], [2.493, 1.200, -2.491], [2.063, -0.034, -0.985], [0.504, 2.656, -1.143], [-0.377, 1.146, -1.952]], "lowdin_charge": [-0.051, -0.192, -0.024, -0.165, -0.170, 0.910, -0.348, -0.186, -0.163, 0.003, 0.016, 0.027, 0.148, 0.168, 0.174, 0.171, 0.159, 0.131, 0.107, 0.133, 0.153]}


{"formula": "C6H9F6O6PZn", "method": "ωB97M-V with the def2-TZVPD basis set", "homo_energy_ha": -0.095, "total_charge": -2, "total_energy_ev": -92675.8786, "homo_lumo_gap_ev": 8.0, "species": ["Zn", "C", "C", "O", "O", "H", "H", "H", "C", "C", "O", "O", "H", "H", "H", "C", "C", "O", "O", "H", "H", "H", "P", "F", "F", "F", "F", "F", "F"], "coordinates": [[-0.136, -0.442, -0.118], [0.551, 1.378, -4.029], [0.546, 1.340, -2.491], [0.853, 2.369, -1.902], [0.143, 0.214, -2.013], [1.538, 1.184, -4.470], [0.218, 2.354, -4.376], [-0.055, 0.574, -4.459], [3.525, -0.800, 2.128], [2.517, -0.287, 1.104], [2.799, 0.689, 0.424], [1.446, -0.998, 1.056], [3.049, -0.946, 3.104], [4.358, -0.115, 2.290], [3.921, -1.776, 1.833], [-2.471, 2.232, 2.335], [-1.146, 1.894, 1.630], [-1.225, 0.875, 0.857], [-0.189, 2.632, 1.826], [-2.275, 2.950, 3.128], [-2.910, 1.327, 2.759], [-3.133, 2.651, 1.578], [-1.729, -2.797, -0.287], [-2.310, -3.331, -1.696], [-0.300, -2.398, -1.053], [-2.189, -1.256, -0.684], [-1.069, -2.227, 1.074], [-3.136, -3.036, 0.412], [-1.191, -4.255, 0.040]], "lowdin_charge": [0.779, -0.045, -0.702, 0.004, -0.110, 0.058, 0.053, 0.055, -0.043, -0.717, 0.015, -0.111, 0.062, 0.056, 0.060, -0.038, -0.705, -0.106, 0.002, 0.052, 0.060, 0.062, 0.167, -0.158, -0.179, -0.169, -0.143, -0.133, -0.133]}


{"formula": "C6H9FN2O", "method": "ωB97M-V with the def2-TZVPD basis set", "de_lowest_kj_mol": 494.6, "homo_energy_ha": [-0.249, -0.249], "total_charge": 0, "total_energy_ev": -14107.4226, "homo_lumo_gap_ev": [7.3, 7.3], "species": ["C", "C", "C", "C", "C", "C", "N", "N", "O", "F", "H", "H", "H", "H", "H", "H", "H", "H", "H"], "coordinates": [[-0.273, -0.618, -0.732], [1.420, 1.289, -0.253], [1.962, -0.942, -0.098], [-1.691, 1.272, -0.917], [-1.724, -0.057, 1.314], [-1.560, -0.140, -0.201], [0.693, -1.173, -0.254], [2.882, -1.891, 0.272], [2.356, 0.325, -0.162], [2.125, 2.423, -0.504], [-1.278, 1.210, -1.846], [-1.087, 2.027, -0.520], [-2.752, 1.633, -0.816], [-0.825, 0.549, 1.797], [-1.630, -1.070, 1.717], [-2.745, 0.381, 1.623], [-2.274, -0.841, -0.528], [2.642, -2.828, -0.177], [3.760, -1.550, 0.283]], "lowdin_charge": [-0.057, 0.006, -0.468, -0.077, -0.093, -0.406, 0.136, 0.147, 0.072, 0.014, 0.026, 0.029, 0.097, 0.113, 0.061, 0.097, 0.114, 0.147, 0.042]}


{"formula": "C6H9FN2O3", "method": "ωB97M-V with the def2-TZVPD basis set", "de_lowest_kj_mol": 136.3, "homo_energy_ha": [-0.252, -0.252], "total_charge": 0, "total_energy_ev": -18204.6666, "homo_lumo_gap_ev": [6.3, 6.3], "species": ["C", "C", "C", "C", "C", "C", "N", "N", "O", "O", "O", "F", "H", "H", "H", "H", "H", "H", "H", "H", "H"], "coordinates": [[0.333, -0.298, 1.313], [-1.706, -0.987, -0.168], [-0.369, 0.860, -1.060], [1.371, -0.948, 0.699], [1.287, -2.147, -0.252], [-0.117, 2.992, 0.143], [-1.010, -0.994, 0.962], [-1.097, -0.262, -1.234], [0.318, 0.644, 2.070], [-2.650, -1.695, -0.459], [-0.653, 1.696, -0.119], [2.581, -0.326, 0.837], [0.371, 1.078, -1.912], [2.151, -2.047, -0.921], [0.284, -2.228, -0.793], [1.458, -3.046, 0.419], [0.215, 3.075, 1.271], [-0.929, 3.696, 0.172], [0.802, 3.202, -0.422], [-1.515, -1.581, 1.604], [-1.123, -0.683, -2.150]], "lowdin_charge": [-0.494, -0.571, -0.084, -0.279, -0.037, -0.011, 0.184, 0.151, 0.016, 0.070, -0.041, 0.012, 0.195, 0.071, 0.077, 0.092, 0.139, 0.089, 0.106, 0.154, 0.164]}


{"formula": "C6H9FNO7S", "method": "ωB97M-V with the def2-TZVPD basis set", "homo_energy_ha": -0.117, "total_charge": -1, "total_energy_ev": -35741.7970, "homo_lumo_gap_ev": 5.9, "species": ["C", "C", "C", "C", "O", "O", "S", "O", "O", "O", "C", "O", "N", "C", "O", "H", "H", "H", "H", "H", "H", "H", "H", "H", "F"], "coordinates": [[1.833, -1.566, 0.877], [2.257, -0.796, -0.380], [1.302, 0.305, -0.932], [0.104, 0.765, -0.113], [-0.318, 1.932, -0.792], [0.348, 1.248, 1.219], [-1.042, 1.128, 2.042], [-0.833, 0.111, 3.023], [-1.422, 2.385, 2.576], [-2.001, 0.652, 0.875], [-1.223, -0.028, -0.138], [-1.153, -1.364, 0.260], [-1.921, 0.076, -1.399], [-2.969, -0.539, -1.413], [-3.924, -1.204, -1.411], [1.471, -0.944, 1.690], [1.140, -2.367, 0.640], [2.721, -2.078, 1.257], [3.258, -0.393, -0.233], [2.374, -1.543, -1.170], [0.924, 0.038, -1.916], [1.909, 1.196, -1.083], [0.398, 2.578, -0.745], [-0.686, -1.820, -0.454], [-2.549, 2.227, -2.280]], "lowdin_charge": [-0.100, -0.213, -0.072, -0.457, 0.015, -0.101, 0.630, -0.242, -0.214, -0.057, -0.476, 0.074, 0.200, -0.281, 0.185, 0.067, 0.061, 0.070, 0.095, 0.097, 0.133, 0.120, 0.118, 0.119, -0.771]}